(1)
The following is a DFT calculation (ωB97M-V with the def2-TZVPD basis set) of a molecular structure, C30H24CeN4O4S4.

```
67
Properties=species:S:1:pos:R:3:lowdin_charge:R:1
N -3.27 0.82 0.44 0.066
H -3.98 0.30 -0.08 0.119
C -1.24 -1.63 -4.41 -0.375
N 0.52 -2.06 -0.39 -0.057
H -0.45 1.78 2.45 0.103
H -1.18 -2.42 -5.15 0.086
C 0.52 -0.08 3.09 -0.265
N 1.56 -1.54 1.70 0.044
C -0.81 0.38 -3.06 -0.497
C -3.25 0.38 1.80 -0.309
H 1.61 -4.19 -2.76 0.108
C 2.68 -3.74 -0.91 -0.047
C -3.70 1.19 2.84 0.001
C -0.22 1.15 3.30 -0.029
C 1.54 -2.17 0.52 -0.349
C 1.97 2.73 -3.24 -0.088
C -1.18 2.47 -1.65 -0.513
H 0.00 3.03 0.07 0.131
C 1.45 3.87 -5.18 -0.388
H 1.50 4.48 -6.07 0.075
C -0.27 0.72 5.74 -0.259
C -2.54 -1.29 3.40 -0.008
S -0.04 -0.42 -4.35 1.141
H -2.48 -1.56 1.27 0.114
H -3.91 4.58 -0.99 0.083
H -4.16 2.14 2.61 0.128
H -3.06 -2.09 -3.35 0.119
C -0.57 1.54 4.52 -0.011
C -0.95 3.09 -0.45 -0.152
N 0.72 -0.49 1.87 -0.128
H -2.68 0.10 -1.98 0.075
H 3.52 -4.38 -1.13 0.115
O 0.73 1.06 -1.38 -0.309
H -2.00 4.58 0.82 0.118
C -0.13 1.58 -2.37 -0.585
Ce -0.55 0.08 -0.08 1.369
H 1.64 -1.67 4.09 0.116
C -3.55 0.78 4.15 -0.030
C -3.00 4.00 -1.00 -0.377
H 3.45 3.91 -4.40 0.110
C 0.60 -0.47 5.48 -0.007
C -2.00 3.98 -0.08 -0.155
H 2.59 2.35 -2.44 0.124
H 0.22 1.36 6.48 0.163
O -3.61 -0.62 6.93 -0.224
C -2.92 -0.43 4.41 -0.253
O -1.53 0.42 6.45 -0.198
C 1.62 -3.63 -1.84 -0.063
C -2.72 -0.88 2.08 -0.057
S -2.68 2.95 -2.32 1.104
H -1.11 2.47 4.68 0.132
H -2.08 -2.24 3.64 0.136
S -0.05 3.16 -4.74 1.042
H 3.43 -3.07 0.99 0.117
C -2.20 -1.45 -3.47 -0.160
C 0.65 2.43 -3.35 -0.501
C 2.43 3.56 -4.30 -0.157
H -3.53 1.80 0.38 0.077
O -1.74 -2.02 6.08 -0.242
S -2.48 -0.80 6.09 0.643
C 1.00 -0.81 4.26 0.016
C 0.59 -2.80 -1.53 -0.136
H -3.88 1.41 4.97 0.139
C 2.64 -3.02 0.25 -0.003
C -1.95 -0.30 -2.67 -0.202
H 0.90 -1.05 6.34 0.131
H -0.25 -2.70 -2.21 0.088
```

HOMO level (alpha / beta) (hartree): -0.3552 / -0.3552
Net charge: +1
LUMO (alpha / beta) (eV): -3.371 / -3.345
Spin multiplicity: 2
ΔE to the lowest compared entry with this formula, charge and spin (kcal per mole): 0.0

(2)
The following is a DFT calculation (ωB97M-V with the def2-TZVPD basis set) of a molecular structure, C30H24Cl5N4Se3TeTl.

```
68
Properties=species:S:1:pos:R:3:lowdin_charge:R:1
H -1.34 -0.54 -2.61 0.046
C -1.59 2.63 1.75 -0.291
H 0.34 1.24 3.49 0.091
H 0.38 -0.96 1.54 0.047
C 0.49 0.19 3.24 -0.257
C 5.00 2.36 -5.83 -0.206
H 2.70 3.67 -5.51 0.112
Te -4.83 2.65 -2.08 0.111
H 1.98 -2.70 -0.09 0.108
H -2.00 0.84 4.20 0.104
H 2.74 -3.96 1.89 0.087
C -0.12 -2.87 0.35 -0.359
H -0.13 -0.64 5.09 0.106
N -0.60 -2.06 -0.64 0.040
C 1.68 -3.82 1.72 -0.124
C 2.84 2.88 -4.79 -0.036
H 0.98 3.22 -3.78 0.122
H -2.45 -0.74 4.85 0.101
C 0.78 -3.52 -3.77 -0.151
H 1.36 -4.39 -4.09 0.080
C -0.59 -4.13 2.40 -0.141
C 1.26 -3.11 0.60 -0.070
H -2.08 -3.27 1.09 0.095
N 5.82 2.58 -6.62 0.119
C -0.47 -0.66 4.05 -0.186
H 5.07 0.45 -3.97 0.112
C -0.47 4.31 3.15 -0.709
H 0.85 -4.13 -1.73 0.084
C 4.00 2.10 -4.84 -0.254
Se -4.38 0.19 -2.41 -0.213
H 3.34 0.00 -2.26 0.118
N -2.54 -0.51 2.72 -0.024
N 0.31 0.02 1.79 -0.010
C -2.82 3.91 3.45 -0.706
H -0.83 -0.81 -4.96 0.094
Cl -1.68 5.72 5.13 0.631
C -0.47 3.36 2.13 -0.687
C 3.21 0.81 -2.97 -0.013
C 1.88 2.63 -3.83 -0.008
C 0.20 1.13 -1.08 -0.172
Cl 1.04 3.13 1.28 0.713
Se -3.76 -0.44 -0.26 -0.015
Cl -4.27 2.26 1.93 0.648
C -0.72 -1.37 -2.92 -0.068
C -0.25 -2.27 -1.93 -0.310
C -1.93 -0.24 4.02 -0.269
Tl -1.58 0.91 0.13 0.352
H -2.52 -1.50 2.51 0.047
H 1.52 -0.06 3.54 0.109
H -1.33 -4.53 3.09 0.090
Se -2.51 3.33 -1.55 -0.271
H -3.50 -0.19 2.68 0.008
C 0.33 -2.61 -4.71 -0.162
C 0.76 -4.34 2.63 -0.153
H 1.10 -4.88 3.51 0.076
C 0.50 -3.37 -2.42 -0.062
H 1.04 0.51 1.28 0.021
C 2.06 1.59 -2.90 -0.225
C -1.02 -3.42 1.29 -0.057
C -2.77 2.98 2.42 -0.704
H 0.56 -2.73 -5.76 0.070
C -1.65 4.57 3.84 -0.714
C 1.06 1.35 -1.91 -0.123
C 4.18 1.06 -3.92 -0.037
Cl -4.30 4.26 4.28 0.638
C -0.44 -1.53 -4.26 -0.119
Cl 0.97 5.15 3.60 0.634
H -0.38 -1.71 3.73 0.094
```

HOMO level (hartree): -0.0497
Net charge: -2
LUMO (eV): 3.721
ΔE to the lowest compared entry with this formula, charge and spin (kcal per mole): 11.3

(3)
The following is a DFT calculation (ωB97M-V with the def2-TZVPD basis set) of a molecular structure, C30H24ClCoNO3PS.

```
62
Properties=species:S:1:pos:R:3:lowdin_charge:R:1
O 0.52 0.41 -2.87 0.044
H -1.99 5.05 -3.34 0.112
H -3.08 2.35 5.93 0.107
H -2.57 -0.27 -1.73 0.103
O 0.80 -3.96 -0.84 -0.309
H -5.04 2.12 0.89 0.107
O -1.21 -3.27 -2.19 -0.312
H 3.28 -0.08 -0.89 0.118
C 1.39 -1.74 -3.67 -0.136
H 3.36 -2.08 0.90 0.121
C 2.25 -1.46 -4.74 -0.005
H -0.15 3.70 1.09 0.112
H 0.51 0.97 2.35 0.097
Cl -1.23 -1.69 0.81 0.106
C 0.78 -0.78 -2.71 -0.476
H 3.75 -2.31 -6.05 0.099
H -2.15 -0.12 2.52 0.020
C -2.62 0.97 4.32 -0.058
H 0.50 5.88 0.10 0.114
H -0.50 6.60 -2.08 0.110
C 2.85 -3.85 -4.83 -0.064
H 1.69 -1.43 2.95 0.109
C -1.58 3.23 -0.49 -0.324
C -4.97 1.46 0.03 -0.078
H 1.48 1.76 -0.05 0.100
C -2.01 3.55 -1.80 -0.059
H -7.08 1.37 -0.34 0.108
C -6.10 1.02 -0.66 -0.074
C 1.68 0.81 0.44 -0.178
C -2.84 3.39 4.06 -0.074
H -2.61 4.15 2.05 0.104
C -3.70 1.07 -0.43 -0.359
C 1.19 -3.06 -3.28 -0.223
P -2.27 1.80 0.35 1.242
H 2.34 -0.44 -5.10 0.117
C 1.19 0.39 1.71 -0.197
C 1.82 -0.87 2.04 -0.181
C -2.63 3.27 2.69 -0.091
C 3.00 -2.51 -5.29 -0.071
C -5.96 0.16 -1.75 -0.057
Co 0.90 -1.04 0.27 0.290
H -2.62 0.09 4.96 0.117
C -0.58 4.02 0.14 -0.096
C -0.21 5.23 -0.43 -0.068
C 2.72 -1.20 0.97 -0.174
C -4.70 -0.33 -2.14 -0.053
C -1.61 4.76 -2.36 -0.063
H -6.85 -0.16 -2.30 0.107
S 0.17 -3.13 -1.83 0.611
C -2.87 2.25 4.87 -0.058
H 1.74 -5.14 -3.45 0.120
H 3.47 -4.65 -5.23 0.104
C 2.63 -0.16 -0.03 -0.183
C -2.45 1.99 2.13 -0.354
H -2.67 2.87 -2.33 0.111
C -3.56 0.11 -1.47 -0.070
C -2.39 0.85 2.97 -0.090
N 0.54 -1.50 -1.53 -0.206
H -4.60 -1.04 -2.96 0.119
C -0.75 5.62 -1.66 -0.058
H -3.01 4.38 4.49 0.109
C 1.90 -4.12 -3.82 -0.039
```

HOMO level (alpha / beta) (hartree): -0.2333 / -0.2910
Net charge: 0
LUMO (alpha / beta) (eV): -0.230 / -2.786
Spin multiplicity: 5

(4)
The following is a DFT calculation (ωB97M-V with the def2-TZVPD basis set) of a molecular structure, C30H24Co2O9P.

```
66
Properties=species:S:1:pos:R:3:lowdin_charge:R:1
H 1.11 -8.29 -3.60 0.090
O -0.18 2.85 8.54 0.087
H 1.12 -7.75 -1.91 0.092
C 3.69 0.66 -1.42 -0.022
O -4.53 0.18 -3.34 -0.095
C 0.42 -5.18 -1.42 -0.025
C -3.43 -0.16 -2.54 -0.241
O 1.51 5.15 3.71 0.103
H -0.08 -6.08 -1.12 0.094
H -5.62 1.16 -1.91 0.093
C -3.03 0.53 -1.39 -0.015
C 0.84 -7.48 -2.93 -0.110
H 2.16 -1.93 -2.47 0.100
H -4.57 2.19 -2.93 0.095
H 5.57 2.54 -1.91 0.094
H -2.72 2.40 2.71 0.042
C -1.02 2.62 4.11 -0.376
C 1.93 1.35 -2.88 0.005
C 1.27 -5.19 -2.53 -0.243
C -1.43 5.29 6.45 -0.145
H -1.07 2.16 1.98 0.015
O 4.13 2.18 -3.32 -0.094
C -1.91 0.14 -0.69 -0.090
C 3.28 1.40 -2.53 -0.240
H -2.98 -1.81 -3.81 0.114
C 1.47 -0.17 -1.09 -0.419
O 2.55 2.13 4.72 0.089
O -0.88 -1.13 5.79 0.071
O 1.53 -6.32 -3.32 -0.095
C -1.66 2.26 2.86 0.042
H -0.49 -4.00 0.12 0.110
H -3.60 1.38 -1.06 0.098
C 1.91 -4.00 -2.88 0.003
C -2.47 5.23 3.61 -0.174
O -3.27 5.59 2.89 0.076
C -0.17 2.40 7.49 -0.176
H 2.58 -4.01 -3.72 0.115
H 1.60 1.93 -3.73 0.115
H 6.05 2.80 -3.60 0.091
C 1.05 0.57 -2.17 -0.074
H -0.24 -7.31 -3.00 0.093
C 5.48 2.16 -2.93 -0.109
H -2.78 2.15 5.25 0.048
C 1.68 -2.84 -2.17 -0.078
H -1.60 0.70 0.19 0.091
C -5.23 1.32 -2.91 -0.107
C -1.56 -1.64 -2.22 -0.082
C 1.51 1.97 5.15 -0.168
C 0.47 4.96 4.12 -0.140
Co -1.21 4.61 4.75 -0.039
H 3.12 -0.71 0.13 0.112
H 5.87 1.14 -2.99 0.092
C 0.81 -2.84 -1.10 -0.422
C 0.19 -4.01 -0.72 -0.102
C 2.79 -0.12 -0.71 -0.101
O -1.58 5.69 7.51 0.097
Co -0.17 1.72 5.81 -0.050
P 0.37 -1.31 -0.24 1.096
H -0.97 -2.48 -2.55 0.099
H 0.01 0.53 -2.47 0.100
C -1.17 -0.94 -1.11 -0.420
C -0.60 -0.03 5.80 -0.178
H -6.06 1.50 -3.59 0.090
C -1.86 2.75 5.30 -0.216
H 4.72 0.68 -1.11 0.095
C -2.67 -1.27 -2.93 0.001
```

HOMO level (hartree): -0.1317
Net charge: -1
LUMO (eV): 2.059
ΔE to the lowest compared entry with this formula, charge and spin (kcal per mole): 27.8

(5)
The following is a DFT calculation (ωB97M-V with the def2-TZVPD basis set) of a molecular structure, C30H24N4O3PPdS3.

```
66
Properties=species:S:1:pos:R:3:lowdin_charge:R:1
H 0.11 2.69 2.19 0.105
C 4.65 2.71 0.30 -0.019
C 0.05 0.32 4.60 0.050
Pd -0.17 0.15 -0.07 0.800
N -0.60 -0.98 -1.76 -0.167
H 3.61 2.35 -1.55 0.119
C -1.76 4.41 -0.65 -0.217
H 2.82 -0.43 1.66 0.093
S -0.13 3.79 -0.47 0.713
O -1.81 -0.64 -2.29 -0.018
C 1.28 -2.57 -1.68 -0.255
H 4.65 -4.13 -0.61 0.134
C -2.00 2.12 -0.22 -0.741
H -0.01 -1.69 4.17 0.195
C 2.73 -0.33 -3.69 -0.056
C -0.01 -2.05 -2.14 -0.049
C -4.04 3.66 -0.44 0.024
H 0.97 2.87 -4.96 0.128
C 3.71 -3.69 -0.90 0.000
C 3.31 0.47 1.29 -0.115
C 2.27 -1.77 -1.07 -0.371
H 3.24 -1.23 -3.35 0.113
C 1.99 0.47 -2.80 -0.347
C 4.86 2.28 1.60 -0.013
C -3.50 5.97 -0.95 0.001
H 4.39 0.82 3.11 0.121
C 3.11 0.89 -0.03 -0.355
H 3.42 -0.57 -5.70 0.127
H 2.29 1.48 -6.51 0.130
C -4.44 4.97 -0.71 -0.006
C -2.68 3.40 -0.41 -0.221
C 3.48 -2.33 -0.69 -0.037
H 4.25 -1.72 -0.25 0.124
H 2.93 -5.53 -1.70 0.134
C 0.08 1.72 2.69 0.014
C 2.84 0.04 -5.01 -0.029
C 2.21 1.19 -5.47 -0.012
C 1.35 1.62 -3.27 -0.079
C 4.19 1.16 2.10 -0.044
C 0.10 1.58 4.08 0.054
O 0.72 4.02 -1.59 -0.249
H 0.79 -4.54 -2.41 0.137
H 0.77 2.24 -2.60 0.057
N 0.04 0.64 1.92 -0.079
H -2.01 -1.25 -3.03 0.138
C 2.74 -4.48 -1.52 0.002
H 5.55 2.82 2.23 0.129
N -0.68 2.16 -0.42 -0.224
H 5.17 3.58 -0.08 0.131
C -2.13 5.71 -0.92 0.011
N 0.02 -0.76 3.78 0.155
P 2.01 -0.01 -1.09 1.101
O 0.38 4.05 0.84 -0.277
H -1.40 6.49 -1.09 0.140
C 0.03 -0.60 2.44 -0.705
H -4.77 2.88 -0.26 0.130
C 3.77 2.02 -0.53 -0.040
H -0.55 -2.67 -2.85 0.166
H 0.13 2.45 4.72 0.146
H 0.04 0.11 5.67 0.166
S -2.62 0.63 0.28 0.810
S 0.04 -1.79 1.21 0.867
C 1.53 -3.92 -1.92 0.020
H -3.84 6.97 -1.16 0.133
C 1.46 1.98 -4.60 -0.024
H -5.49 5.21 -0.74 0.131
```

HOMO level (hartree): -0.6172
Net charge: +3
LUMO (eV): -10.786
ΔE to the lowest compared entry with this formula, charge and spin (kcal per mole): 34.1

(6)
The following is a DFT calculation (ωB97M-V with the def2-TZVPD basis set) of a molecular structure, C30H25BiF10N4O7.

```
77
Properties=species:S:1:pos:R:3:lowdin_charge:R:1
H 0.20 -2.51 -3.50 0.115
F 1.76 3.11 0.70 0.070
H 1.43 -2.34 -0.88 0.080
C -0.87 3.11 -2.12 -0.580
C 2.81 2.76 4.12 -0.166
F 3.81 3.17 4.92 0.084
H -2.83 -2.74 1.99 0.078
H -0.17 -0.55 -4.84 0.126
C -1.49 0.85 2.02 -0.237
H -1.77 4.85 -3.90 0.109
C 1.18 -2.24 2.77 -0.261
C 0.25 5.21 -1.22 -0.006
H 2.02 -1.20 -4.45 0.130
C -1.46 -0.53 -3.10 -0.657
C -0.28 0.04 -3.93 -0.105
C -1.35 -0.57 2.61 -0.219
C -0.58 4.60 -2.16 -0.118
C 5.28 -1.04 3.29 -0.179
C 1.80 -1.08 -3.37 -0.164
H 2.30 1.26 -4.39 0.128
O 3.88 2.12 -2.66 0.023
H -1.88 1.46 2.84 0.106
H 0.70 4.59 -0.46 0.100
C -0.08 7.33 -2.31 -0.116
C -2.25 -2.26 1.17 -0.106
H -0.61 1.04 -4.20 0.114
N 0.97 0.12 -3.17 -0.244
O -1.71 2.66 -2.89 0.042
H 1.51 -2.96 3.53 0.110
C 1.74 2.04 4.61 -0.168
F 5.71 -0.60 4.48 0.086
O 0.70 -2.35 -1.57 -0.150
H 1.14 -1.27 3.27 0.087
H 0.10 8.40 -2.36 0.088
H 1.15 7.05 -0.58 0.097
F 3.73 3.90 2.29 0.107
H 2.73 -0.94 -2.84 0.128
H -2.29 -0.81 3.15 0.119
C 3.38 -1.86 1.92 -0.233
C 0.49 6.57 -1.30 -0.085
C -0.23 -2.67 2.37 -0.210
H -0.14 -3.53 1.70 0.109
F -0.31 0.99 4.43 0.027
C 0.71 1.62 3.79 -0.139
H -2.88 -1.51 0.70 0.078
C 1.79 1.31 -3.43 -0.113
H 1.15 2.20 -3.42 0.115
C 4.39 -2.04 0.92 -0.173
N -0.26 1.44 1.50 -0.133
H -1.33 7.32 -4.06 0.089
Bi 0.38 0.36 -0.68 2.082
O 2.55 1.12 -1.15 -0.212
F 3.17 -1.14 4.23 0.042
C 5.72 -1.74 1.08 -0.178
F 1.69 1.75 5.92 0.095
C 6.19 -1.22 2.28 -0.182
H -2.23 0.87 1.21 0.103
C -0.90 6.73 -3.26 -0.104
C 2.78 3.09 2.77 -0.158
O -1.51 -0.18 -1.86 -0.227
H 1.79 -3.20 -3.12 0.123
C 1.76 2.66 1.96 -0.156
H -2.01 -3.00 0.42 0.081
N 2.13 -2.23 1.66 0.022
F 7.50 -0.94 2.45 0.063
F 4.04 -2.67 -0.21 0.057
O -2.29 -1.22 -3.69 0.010
C 0.67 1.85 2.39 -0.204
C 2.85 1.54 -2.33 -0.660
C 1.11 -2.36 -2.91 -0.243
F 6.59 -2.01 0.10 0.088
C -1.15 5.36 -3.18 -0.034
O -0.15 2.48 -1.25 -0.215
H -0.56 -0.51 3.36 0.078
N -1.03 -1.65 1.70 -0.221
H -0.75 -3.01 3.28 0.112
C 3.94 -1.33 3.13 -0.143
```

HOMO level (hartree): -0.0583
Net charge: -2
LUMO (eV): 4.423
ΔE to the lowest compared entry with this formula, charge and spin (kcal per mole): 31.4

For the records above, the corresponding maximum force values read 1.33 0.61 5.87 4.93 0.78 1.63 eV/A.